Entry 1:
Entry from the OMol25 dataset: a structure of composition C44H50N9NaO4SSi2 in a non-equilibrium geometry (ωB97M-V/def2-TZVPD).

Output
* relative energy (zero: lowest compared OMol25 entry of this formula, charge and spin): 11.2 kcal per mole
* DFT total energy: -99050.5252 eV
* molar mass: 880.2 g mol⁻¹
* LUMO: 3.623 eV
* charge: -2
* frontier orbital gap: 3.38 eV

Element x y z (Å)
Na  0.194678  0.136725  -0.595846
N  -3.282622  -2.861675  -2.279546
C  -2.833522  -1.717675  -1.721646
N  -1.558422  -1.818475  -1.500146
C  -1.220822  -3.064275  -1.935746
N  -2.260522  -3.736775  -2.426746
C  0.135178  -3.532475  -1.839746
C  0.563478  -4.737875  -2.403746
N  1.820478  -5.139975  -2.361746
C  2.675878  -4.316575  -1.726246
C  2.254778  -3.143275  -1.118046
N  0.999578  -2.740675  -1.167246
H  -4.214622  -3.104775  -2.572746
H  -3.436622  -0.852175  -1.512346
H  -0.143422  -5.389875  -2.902046
H  3.708778  -4.640575  -1.706846
H  2.928278  -2.502975  -0.569546
C  1.141378  -1.140075  3.450754
Si  2.818978  -0.872175  2.587454
C  3.729378  -2.574775  2.728654
C  3.712978  0.249625  3.907154
N  2.654478  -0.295575  1.011254
C  3.663878  0.036725  0.180254
C  4.986478  0.151125  0.653354
C  6.071078  0.484125  -0.126246
C  5.875678  0.710825  -1.481346
C  4.602078  0.601625  -1.993846
C  3.457678  0.284525  -1.233646
N  2.243178  0.203225  -1.803646
Si  1.893778  0.444525  -3.438346
C  2.800478  -0.608475  -4.794446
C  0.076378  0.027025  -3.794346
C  2.154078  2.283925  -3.999146
H  1.281778  -1.459575  4.482254
H  0.570078  -1.903075  2.942254
H  0.550178  -0.229475  3.465254
H  3.620678  -3.045175  3.704254
H  4.792078  -2.472875  2.521054
H  3.325278  -3.257675  1.986254
H  3.507778  -0.062175  4.928954
H  3.367078  1.274425  3.798554
H  4.792778  0.271125  3.789554
H  5.141478  -0.033475  1.703754
H  7.062778  0.564925  0.310954
H  6.708678  0.970925  -2.128746
H  4.452278  0.772525  -3.047646
H  2.663778  -1.663375  -4.574546
H  3.871178  -0.430875  -4.834846
H  2.400578  -0.426875  -5.789846
H  -0.064222  -1.044975  -3.880246
H  -0.256122  0.473625  -4.727946
H  -0.575022  0.379425  -3.007246
H  3.160178  2.470425  -4.368646
H  2.007878  2.925425  -3.134446
H  1.454878  2.600725  -4.769546
C  -0.288722  5.647125  3.402854
C  0.021478  4.585025  2.386454
C  0.435878  3.311125  2.749454
C  0.734878  2.383325  1.758454
N  0.634878  2.651125  0.470854
C  0.218478  3.850925  0.118954
C  -0.091022  4.851925  1.026954
H  -0.095122  5.289225  4.411754
H  -1.335722  5.941225  3.330854
H  0.317378  6.536125  3.225254
H  0.534278  3.047225  3.793354
H  1.101578  1.396325  1.995254
H  0.134878  4.030525  -0.942046
H  -0.412622  5.828225  0.689454
N  -1.109122  -1.977075  1.334954
S  -2.344422  -2.831875  1.672254
C  -3.374522  -1.731675  2.718854
C  -2.740322  -0.887275  3.617854
C  -3.489422  0.029725  4.327354
C  -4.858222  0.124225  4.111854
C  -5.480722  -0.697275  3.183254
C  -4.736022  -1.631375  2.483954
C  -1.660022  -3.822875  3.061754
C  -0.405322  -4.374375  2.834754
C  0.196678  -5.151975  3.804054
C  -0.443622  -5.360975  5.020054
C  -1.695422  -4.809275  5.246054
C  -2.317722  -4.062975  4.259454
H  -0.963422  -1.875875  0.340754
H  -1.669022  -0.965075  3.729654
H  -3.010122  0.683925  5.044054
H  -5.438422  0.857425  4.656754
H  -6.543922  -0.601075  3.001854
H  -5.193822  -2.283275  1.752354
H  0.098478  -4.166375  1.901454
H  1.166978  -5.590175  3.618054
H  0.038978  -5.943075  5.793054
H  -2.187422  -4.963275  6.200054
H  -3.305222  -3.652475  4.427954
O  -3.890222  1.069125  -1.465346
C  -2.799122  1.631625  -1.653746
O  -1.718822  1.409525  -1.086446
C  -2.783922  2.715925  -2.761246
C  -1.569622  3.167925  -3.257946
C  -1.506822  4.078225  -4.307246
C  -2.702122  4.506625  -4.834346
O  -2.927322  5.392925  -5.883646
C  -4.321222  5.439825  -6.042046
O  -4.953222  4.656825  -5.063846
C  -3.921822  4.059825  -4.340046
C  -3.990822  3.165825  -3.301446
H  -0.665322  2.773825  -2.818246
H  -0.562922  4.413425  -4.706346
H  -4.583422  5.065225  -7.051646
H  -4.668722  6.486125  -5.959146
H  -4.928422  2.805325  -2.910846

Cartesian forces, eV/Å:
0.5 0.1 0.1
0.5 0.1 0.1
-0.6 -0.3 -0.2
0.7 0.0 0.0
-2.0 0.5 -0.2
0.4 -0.1 0.1
1.8 -0.4 0.3
-0.5 0.2 -0.1
0.7 0.4 0.4
-0.5 -0.7 -0.4
0.3 0.1 0.1
-1.2 -0.5 -0.5
0.2 0.0 0.0
-0.3 0.4 0.1
-0.1 0.0 0.0
0.0 0.1 0.1
0.2 0.2 0.1
0.5 -0.1 -0.2
0.1 0.0 0.2
-0.2 0.5 -0.1
-0.1 -0.3 -0.5
-1.3 -0.5 1.0
0.8 0.2 -0.2
-0.4 -0.1 0.0
0.7 0.2 -0.6
0.7 0.1 0.3
-0.4 0.0 0.1
0.9 0.1 0.1
-1.5 -0.3 -1.0
0.2 0.2 -0.2
-0.1 0.3 0.5
0.4 0.1 0.1
-0.1 -0.5 0.1
0.2 0.0 0.2
-0.2 0.0 -0.2
-0.2 0.2 -0.1
-0.1 0.0 0.3
0.2 0.1 -0.1
-0.1 -0.2 -0.2
-0.2 -0.2 0.2
-0.1 0.3 0.0
0.2 0.0 -0.1
0.1 0.0 0.2
0.0 0.0 0.0
0.0 0.0 0.0
0.0 0.1 -0.3
-0.1 -0.3 0.1
0.2 0.1 0.0
-0.2 0.1 -0.2
0.0 -0.3 0.0
0.0 0.1 -0.2
-0.3 0.1 0.2
0.2 0.0 0.0
0.0 0.1 0.2
-0.2 0.0 -0.2
0.0 -0.1 -0.1
0.1 -0.1 -0.1
-0.1 0.2 0.0
0.1 0.1 0.4
0.0 -0.5 -0.3
-0.1 0.5 0.0
0.1 -0.1 0.1
0.0 0.0 0.1
-0.1 0.1 0.1
0.0 0.0 0.0
0.0 -0.1 0.1
0.1 -0.2 0.0
-0.1 0.1 -0.2
0.0 0.1 -0.1
0.7 0.3 -0.1
-0.1 0.3 1.2
-0.1 -0.2 -0.4
0.1 -0.2 -0.1
0.0 0.1 0.1
-0.1 0.0 -0.1
-0.2 0.2 0.2
0.3 -0.3 0.0
-0.3 -0.3 -0.2
-0.2 0.1 -0.2
-0.1 -0.1 0.3
0.0 0.1 -0.1
0.1 -0.2 0.2
-0.2 0.1 -0.2
-0.3 -0.2 -0.2
0.2 0.1 0.0
0.0 0.0 0.0
0.0 0.0 0.0
0.0 0.0 0.0
-0.1 0.0 -0.1
0.1 0.1 -0.1
0.1 0.0 0.0
0.0 0.0 0.0
0.0 0.0 0.0
0.0 0.0 0.0
-0.8 -0.3 0.1
0.1 0.6 -0.5
0.5 -0.2 0.2
0.2 -0.4 0.3
-0.2 -0.1 0.2
-0.1 0.2 -0.3
-0.4 -0.1 0.1
0.5 -0.2 0.4
-0.6 0.6 -1.0
0.1 -0.4 0.5
0.5 0.2 -0.2
-0.2 0.2 -0.2
0.1 0.0 0.0
0.1 0.1 0.0
0.1 0.0 0.3
0.1 -0.2 0.1
-0.1 -0.1 0.1

Löwdin atomic charge list, values in e, 99 entries:
1 Na 0.23
2 N 0.02
3 C -0.12
4 N 0.11
5 C -0.32
6 N 0.11
7 C -0.20
8 C -0.10
9 N 0.06
10 C -0.11
11 C -0.09
12 N 0.18
13 H 0.14
14 H 0.10
15 H 0.10
16 H 0.10
17 H 0.10
18 C -0.19
19 Si 0.38
20 C -0.18
21 C -0.20
22 N -0.07
23 C -0.37
24 C -0.10
25 C -0.18
26 C -0.18
27 C -0.10
28 C -0.36
29 N -0.10
30 Si 0.39
31 C -0.19
32 C -0.17
33 C -0.18
34 H 0.02
35 H -0.03
36 H 0.00
37 H 0.00
38 H 0.00
39 H -0.01
40 H 0.00
41 H 0.00
42 H 0.00
43 H 0.05
44 H 0.07
45 H 0.07
46 H 0.05
47 H 0.00
48 H 0.00
49 H 0.01
50 H 0.01
51 H 0.02
52 H -0.01
53 H 0.00
54 H 0.01
55 H -0.01
56 C -0.06
57 C -0.29
58 C -0.02
59 C -0.11
60 N 0.10
61 C -0.13
62 C -0.04
63 H 0.07
64 H 0.07
65 H 0.07
66 H 0.10
67 H 0.06
68 H 0.10
69 H 0.10
70 N -0.28
71 S 0.99
72 C -0.38
73 C -0.07
74 C -0.07
75 C -0.10
76 C -0.09
77 C -0.10
78 C -0.35
79 C -0.10
80 C -0.07
81 C -0.10
82 C -0.10
83 C -0.09
84 H -0.06
85 H 0.10
86 H 0.10
87 H 0.09
88 H 0.10
89 H 0.10
90 H 0.10
91 H 0.10
92 H 0.09
93 H 0.10
94 H 0.10
95 O -0.06
96 C -0.65
97 O -0.04
98 C -0.10
99 C -0.03

Entry 2:
Entry from the OMol25 dataset: a structure of composition C44H51BCsN9O2Sb2 in a non-equilibrium geometry (ωB97M-V/def2-TZVPD).

Output
* relative energy (zero: lowest compared OMol25 entry of this formula, charge and spin): 35.7 kcal per mole
* DFT total energy: -78265.5465 eV
* molar mass: 1125.2 g mol⁻¹
* LUMO: 3.709 eV
* charge: -2
* frontier orbital gap: 6.58 eV

Element x y z (Å)
Cs  -0.924338  0.292715  0.130402
C  -4.838039  -0.737175  2.484911
C  -3.844604  -0.299101  3.530065
C  -3.875358  -0.847650  4.804511
C  -2.967310  -0.443246  5.774660
C  -2.010374  0.502494  5.440497
C  -1.936871  1.061924  4.166743
C  -0.819142  2.011161  3.834772
C  -2.884547  0.683561  3.194700
N  -2.917487  1.147373  1.881631
C  -3.037188  2.435317  1.606058
O  -3.080903  3.402854  2.395628
C  -3.310052  2.751568  0.134382
C  -4.039008  3.915539  -0.099418
C  -4.368125  4.252937  -1.398400
C  -3.979685  3.407636  -2.422828
C  -3.274796  2.250521  -2.110240
N  -2.923471  1.939992  -0.856646
C  -3.016716  1.283295  -3.266297
O  -3.221008  1.718472  -4.423405
N  -2.723229  0.051614  -2.892954
C  -2.603058  -0.973889  -3.815885
C  -3.441890  -2.100338  -3.656649
C  -4.502058  -2.061649  -2.590778
C  -3.293196  -3.206311  -4.481098
C  -2.316899  -3.236351  -5.470164
C  -1.490357  -2.133318  -5.628505
C  -1.618381  -1.003441  -4.825772
C  -0.700159  0.170681  -5.009707
H  -5.587585  -1.404256  2.916941
H  -4.334911  -1.259022  1.666544
H  -5.334847  0.123961  2.036572
H  -4.628982  -1.592523  5.043513
H  -3.001634  -0.865572  6.772871
H  -1.281688  0.811412  6.183195
H  -0.238506  2.241216  4.727127
H  -1.209921  2.934159  3.405839
H  -0.137519  1.559181  3.105762
H  -4.321606  4.519943  0.748995
H  -4.926163  5.158171  -1.609096
H  -4.204978  3.594347  -3.461586
H  -4.069153  -1.809830  -1.619777
H  -5.023628  -3.018896  -2.520191
H  -5.229473  -1.275762  -2.809584
H  -3.947807  -4.061784  -4.344045
H  -2.199638  -4.109164  -6.102166
H  -0.722511  -2.145099  -6.397224
H  0.132932  -0.079739  -5.670294
H  -0.303624  0.503542  -4.046853
H  -1.257474  1.013815  -5.420633
C  2.101467  -0.440790  5.198577
C  1.487457  -1.108075  4.125481
N  1.940960  -0.665554  2.957307
N  2.852323  0.278263  3.249217
C  2.959256  0.444998  4.584372
B  3.618054  1.129352  2.198399
N  3.949456  0.294196  0.934001
C  4.638754  -0.864156  0.938388
C  4.920410  -1.202414  -0.368760
C  4.354911  -0.148199  -1.112262
N  3.772801  0.745222  -0.321927
N  2.815109  2.384646  1.834526
C  3.202633  3.660679  2.038587
C  2.210079  4.492888  1.569789
C  1.229787  3.605166  1.089509
N  1.596832  2.342630  1.262944
H  1.931061  -0.568353  6.255679
H  0.724158  -1.873686  4.157235
H  3.640554  1.170140  5.004679
H  4.656975  1.487122  2.715678
H  4.883275  -1.362778  1.863696
H  5.466467  -2.059267  -0.733496
H  4.349408  -0.004132  -2.183511
H  4.157881  3.890219  2.484324
H  2.186823  5.570030  1.576442
H  0.270510  3.835521  0.646297
C  2.744296  -6.377158  3.323296
Sb  2.197426  -4.851405  1.862699
C  0.134838  -5.494689  1.808328
C  2.904488  -6.113879  0.175890
C  1.805209  -6.499133  -0.746411
C  1.139546  -7.709028  -0.518315
C  0.080760  -8.132334  -1.303463
C  -0.326359  -7.344669  -2.369750
C  0.339646  -6.158069  -2.629135
C  1.398019  -5.699627  -1.836329
C  2.056681  -4.412445  -2.227976
Sb  1.222098  -2.512132  -1.427633
C  -0.767693  -3.095339  -2.014881
C  1.705888  -1.622548  -3.335276
H  2.255512  -7.326445  3.095117
H  2.452391  -6.044482  4.321806
H  3.828093  -6.514364  3.308074
H  0.047833  -6.577815  1.741924
H  -0.364988  -5.040850  0.950272
H  -0.350699  -5.140039  2.721188
H  3.362500  -6.991199  0.631713
H  3.679368  -5.518921  -0.308243
H  1.472329  -8.326587  0.310813
H  -0.417096  -9.070583  -1.087976
H  -1.149652  -7.654989  -3.001522
H  0.029567  -5.553568  -3.474845
H  1.920915  -4.261736  -3.298421
H  3.127980  -4.404487  -2.016480
H  -0.765722  -3.498143  -3.027900
H  -1.415637  -2.217144  -2.000008
H  -1.161792  -3.843600  -1.325558
H  0.979140  -1.933015  -4.087360
H  2.710240  -1.931717  -3.631959
H  1.688498  -0.533925  -3.252275

Cartesian forces, eV/Å:
1.2 -0.7 -0.1
0.1 0.0 0.1
0.0 0.0 -0.1
0.0 0.0 0.0
0.0 0.0 -0.1
0.0 -0.1 0.0
0.1 0.1 0.0
-0.1 -0.1 -0.1
-0.2 0.0 0.3
-0.2 0.1 -0.1
-0.3 0.0 0.5
-0.1 0.0 -0.1
0.0 0.3 -0.1
0.0 0.1 -0.1
0.1 -0.1 0.0
0.0 0.1 0.0
0.0 0.0 -0.1
-0.7 0.5 -0.1
0.0 -0.2 -0.2
0.0 0.0 0.2
0.2 0.0 0.4
0.0 0.0 -0.3
-0.1 0.1 -0.1
0.0 0.0 -0.1
0.0 0.0 0.0
0.0 0.0 0.1
0.0 0.0 0.0
0.0 0.1 0.0
-0.1 0.0 0.0
0.0 0.0 0.0
0.0 0.0 0.0
0.0 0.0 0.0
0.0 0.0 0.0
0.0 0.0 0.0
0.0 0.0 0.0
0.1 0.0 0.0
0.0 0.0 0.0
0.0 0.1 0.1
0.0 0.0 0.0
0.0 0.0 0.0
0.0 0.0 0.0
0.0 0.0 0.0
0.0 0.0 0.0
0.0 0.0 0.1
0.0 0.0 0.0
0.0 0.0 0.0
0.0 0.0 0.0
0.0 0.0 0.0
0.0 0.0 0.0
0.0 0.0 0.0
-0.1 0.0 0.0
0.0 0.0 -0.1
-0.1 -0.1 0.0
0.2 0.0 0.0
0.1 -0.1 0.0
-0.1 0.0 0.0
0.0 -0.2 0.1
-0.1 0.0 0.0
0.0 0.0 -0.1
0.0 -0.1 0.0
0.1 -0.1 0.0
0.0 0.1 0.0
0.0 0.0 -0.1
-0.1 0.0 -0.1
0.0 0.0 0.1
0.0 0.1 -0.1
0.0 0.0 0.0
0.0 0.0 0.0
0.0 0.0 -0.1
-0.1 0.1 0.1
-0.1 0.0 0.0
-0.1 0.0 0.0
0.0 0.0 0.0
0.0 -0.1 0.0
0.0 0.0 0.0
0.0 0.0 0.0
0.0 0.2 0.0
0.0 -0.4 0.0
0.1 0.2 0.0
-0.1 0.5 0.2
-0.1 -0.1 -0.3
0.0 0.1 0.0
0.0 0.0 0.0
0.0 0.0 0.0
-0.1 0.0 0.0
0.0 -0.1 0.0
0.0 -0.1 0.3
0.2 -0.7 -0.4
0.1 0.2 0.2
0.0 0.4 0.2
0.0 0.1 0.0
0.0 -0.1 -0.1
-0.1 0.0 0.0
0.1 0.0 0.0
0.0 0.0 0.0
0.0 0.0 -0.1
0.0 0.0 0.0
0.0 -0.1 0.0
0.0 0.0 0.0
0.0 0.0 0.0
0.0 0.0 0.0
0.0 0.0 0.0
0.0 0.0 0.0
0.0 0.0 0.0
0.0 0.1 0.0
0.0 -0.1 0.0
0.0 0.0 0.0
0.0 -0.1 0.1
0.0 0.0 0.1
0.0 -0.1 -0.1

Löwdin atomic charge list, values in e, 99 entries:
1 Cs 0.86
2 C -0.06
3 C -0.22
4 C -0.09
5 C -0.12
6 C -0.08
7 C -0.19
8 C -0.04
9 C -0.22
10 N -0.07
11 C -0.55
12 O -0.04
13 C -0.21
14 C -0.02
15 C -0.07
16 C -0.02
17 C -0.19
18 N -0.01
19 C -0.51
20 O -0.05
21 N 0.10
22 C -0.24
23 C -0.24
24 C -0.05
25 C -0.09
26 C -0.13
27 C -0.09
28 C -0.22
29 C -0.06
30 H 0.06
31 H 0.07
32 H 0.08
33 H 0.09
34 H 0.08
35 H 0.10
36 H 0.07
37 H 0.06
38 H 0.05
39 H 0.10
40 H 0.09
41 H 0.10
42 H 0.07
43 H 0.07
44 H 0.08
45 H 0.10
46 H 0.08
47 H 0.10
48 H 0.07
49 H 0.07
50 H 0.07
51 C -0.10
52 C -0.20
53 N 0.08
54 N -0.05
55 C -0.12
56 B -0.55
57 N -0.04
58 C -0.12
59 C -0.11
60 C -0.22
61 N 0.07
62 N -0.05
63 C -0.11
64 C -0.09
65 C -0.18
66 N 0.04
67 H 0.08
68 H 0.09
69 H 0.11
70 H 0.11
71 H 0.11
72 H 0.07
73 H 0.08
74 H 0.10
75 H 0.07
76 H 0.10
77 C -0.37
78 Sb 1.29
79 C -0.33
80 C -0.33
81 C -0.31
82 C -0.09
83 C -0.11
84 C -0.10
85 C -0.06
86 C -0.27
87 C -0.32
88 Sb 1.26
89 C -0.33
90 C -0.33
91 H -0.01
92 H -0.01
93 H -0.01
94 H 0.00
95 H -0.01
96 H 0.00
97 H 0.05
98 H 0.03
99 H 0.10